3 unconnected molecules or ions with the total composition C5H16N2O at a distorted geometry. Source: the OMol25 dataset; level of theory: ωB97M-V/def2-TZVPD.

The calculation puts the relative energy (zero: lowest compared OMol25 entry of this formula, charge and spin) at 88.6 kcal/mol. For the LUMO energy, the calculation gives 0.750 eV. Its HOMO energy is -8.621 eV. For the total energy, the calculation gives -10468.6805 eV. As for the net charge: 0. As for the SMILES: [H]/N=C\C.CCC.NO.

Each atom is followed by the atoms it is bonded to, with distances in Å.
Atoms and positions in Å:
1 C 1.35946 0.80751 0.80073  C2 1.506, N4 1.335, H8 1.091
2 C 1.93207 1.65129 1.90903  C1 1.506, H11 1.090, H12 1.090, H13 1.092
3 N -0.24344 -0.05687 1.61556  O5 1.442, H7 1.019, H9 1.103
4 N 1.89114 -0.34594 0.38949  C1 1.335, H10 1.021
5 O -0.85954 0.10109 2.91005  N3 1.442, H6 0.966
6 H -0.13271 0.33029 3.50366  O5 0.966
7 H -1.02343 -0.04894 0.95954  N3 1.019
8 H 0.87867 1.39798 0.02009  C1 1.091
9 H 0.36672 -0.94140 1.36645  N3 1.103
10 H 2.67209 -0.63811 0.97790  N4 1.021
11 H 1.15426 2.26644 2.36260  C2 1.090
12 H 2.69581 2.31492 1.50271  C2 1.090
13 H 2.38885 1.02699 2.67981  C2 1.092
14 C -0.59813 -0.81303 -2.07212  C15 1.527, C16 1.527, H17 1.093, H18 1.093
15 C -1.53295 -1.90607 -1.55823  C14 1.527, H20 1.090, H21 1.091, H22 1.093
16 C -1.28271 0.55085 -2.13346  C14 1.527, H19 1.091, H23 1.090, H24 1.092
17 H 0.29166 -0.75609 -1.43959  C14 1.093
18 H -0.24908 -1.08396 -3.07216  C14 1.093
19 H -2.15188 0.52297 -2.79284  C16 1.091
20 H -1.01853 -2.86504 -1.49743  C15 1.090
21 H -2.39426 -2.02615 -2.21758  C15 1.091
22 H -1.91457 -1.66700 -0.56269  C15 1.093
23 H -0.59991 1.31485 -2.50543  C16 1.090
24 H -1.62960 0.86341 -1.14610  C16 1.092

Here are the natural (NBO) charges for atoms 1 to 6, given in e: number 1, C, carries 0.18; number 2, C, carries -0.68; number 3, N, carries -0.47; number 4, N, carries -0.86; number 5, O, carries -0.56; number 6, H, carries 0.47

***

A gas-phase ion, C5H7N2 (charge +1) at a distorted geometry. Source: the OMol25 dataset; level of theory: ωB97M-V/def2-TZVPD.

The calculation puts the relative energy (zero: lowest compared OMol25 entry of this formula, charge and spin) at 192.9 kcal/mol. For the LUMO energy (alpha / beta), the calculation gives -6.337 / -6.419 eV. Its HOMO energy (alpha / beta) is -13.640 / -13.932 eV. For the total energy, the calculation gives -8264.4129 eV. As for the net charge: +1. As for the SMILES: C/C=C/N=C=C=[NH2+].

Each atom is followed by the atoms it is bonded to, with distances in Å.
Atoms and positions in Å:
1 C 1.29777 1.92799 0.83620  C2 1.286, N6 1.248
2 C 1.81586 1.12773 -0.02620  C1 1.286, N7 1.284
3 C -0.76726 0.86958 0.94925  C4 1.362, N6 1.351, H8 1.042
4 C -0.36804 -0.35084 0.49571  C3 1.362, C5 1.532, H9 1.154
5 C -1.26234 -1.39567 -0.17907  C4 1.532, H10 0.995, H11 1.222, H12 1.206
6 N 0.08265 1.90530 1.12185  C1 1.248, C3 1.351
7 N 1.41017 0.43528 -1.02851  C2 1.284, H13 1.024, H14 1.039
8 H -1.77447 1.12166 0.86337  C3 1.042
9 H 0.61258 -0.78087 0.92585  C4 1.154
10 H -2.20443 -1.15395 -0.38997  C5 0.995
11 H -1.15601 -2.42979 0.46284  C5 1.222
12 H -0.80200 -1.67195 -1.25903  C5 1.206
13 H 1.31768 0.90570 -1.93358  N7 1.024
14 H 1.79781 -0.51016 -0.83871  N7 1.039

Here are the natural (NBO) charges for atoms 1 to 6, given in e: number 1, C, carries 0.24; number 2, C, carries 0.27; number 3, C, carries -0.05; number 4, C, carries -0.04; number 5, C, carries -0.65; number 6, N, carries -0.24